Record 1
Below is a 2-piece molecular cluster, C39H37F2N2O2 overall in a non-equilibrium geometry, with properties calculated with ωB97M-V with the def2-TZVPD basis set.

## Properties
HOMO level, eV: -9.74
Charge: +1
Electronic energy, hartree: -1967.7751

Each line ends with the Mulliken charge.
Atoms and positions in Å:
C1 5.67600 1.31843 13.26195  -1.34
C2 4.54615 1.10956 12.38367  0.31
C3 4.43456 0.77397 11.05818  -0.92
C4 3.03580 0.77315 10.75536  0.04
C5 2.37837 1.09080 11.92839  -0.86
C6 0.95031 1.25986 12.22566  0.65
N1 0.41181 2.54988 11.84822  0.22
C7 1.01571 3.80392 12.24756  -1.06
C8 -0.88336 2.46676 11.37710  0.03
O1 -1.55282 3.39950 10.95107  -0.67
C9 -1.26314 0.98147 11.41142  -0.13
C10 -2.09911 0.68404 12.67308  -0.54
C11 -3.44564 1.36707 12.62124  0.18
C12 -3.67548 2.53409 13.35741  -0.33
C13 -4.86142 3.25025 13.17712  -0.60
C14 -5.83642 2.77620 12.29046  -0.50
C15 -5.64491 1.55627 11.63076  -0.65
C16 -4.45308 0.84379 11.80589  -0.19
N2 0.07579 0.38509 11.43219  0.35
C17 0.31147 -0.95537 11.36260  -0.71
C18 -0.56670 -1.85054 10.79624  -0.62
C19 -0.79935 -3.16921 11.33776  1.17
C20 -1.83568 -3.98509 10.81458  -0.48
C21 -2.06752 -5.26116 11.30886  -0.65
C22 -1.35687 -5.72215 12.42601  -0.62
C23 -0.34717 -4.92061 12.97875  -0.72
C24 -0.04911 -3.67429 12.43104  -0.47
O2 3.29322 1.29535 12.92893  -0.40
H1 6.59249 1.20012 12.67943  0.35
H2 5.66669 2.32640 13.69235  0.32
H3 5.68561 0.59123 14.08202  0.30
H4 5.24086 0.54968 10.36258  0.44
H5 2.56429 0.57078 9.79618  0.81
H6 0.78141 1.10002 13.31822  0.07
H7 0.28185 4.60404 12.10570  0.41
H8 1.32118 3.76097 13.30231  0.34
H9 1.89745 4.01052 11.62528  0.28
H10 -1.80276 0.70669 10.49481  0.58
H11 -2.22604 -0.40767 12.74674  0.32
H12 -1.52829 1.03077 13.55020  0.44
H13 -2.90606 2.89510 14.04423  0.32
H14 -5.01290 4.18825 13.71507  0.36
H15 -6.74854 3.35543 12.12143  0.37
H16 -6.41430 1.16167 10.96409  0.37
H17 -4.28522 -0.10890 11.29492  0.39
H18 1.27167 -1.26438 11.78299  0.66
H19 -1.21829 -1.51101 9.98669  0.45
H20 -2.42167 -3.60079 9.97617  0.45
H21 -2.79743 -5.90628 10.81384  0.47
H22 -1.58969 -6.69707 12.85987  0.40
H23 0.21794 -5.28236 13.84072  0.40
H24 0.76852 -3.06831 12.83424  0.30
C25 3.49207 1.16542 4.41328  -1.52
C26 2.85798 0.22564 5.36994  0.78
C27 1.77075 -0.54278 4.96030  0.13
F1 1.36085 -0.42014 3.65406  -0.34
C28 1.09838 -1.42054 5.78060  -0.86
C29 1.47390 -1.53854 7.15621  0.75
C30 0.80612 -2.38987 8.07232  -0.42
C31 -0.30837 -3.20666 7.71825  0.98
C32 -1.37243 -2.73391 6.89719  -1.16
C33 -2.40457 -3.58422 6.57328  0.17
F2 -3.42102 -3.11934 5.77704  -0.39
C34 -2.48065 -4.90442 7.01739  0.88
C35 -3.63082 -5.76260 6.64061  -1.57
C36 -1.43072 -5.37428 7.81808  -0.59
C37 -0.38840 -4.54793 8.18314  -0.74
C38 2.63668 -0.81001 7.55962  -0.99
C39 3.29770 0.04634 6.69444  -0.71
H25 4.40883 1.56394 4.84947  0.38
H26 3.73002 0.67215 3.46340  0.35
H27 2.83024 2.01040 4.18906  0.33
H28 0.29361 -2.02246 5.37009  0.87
H29 1.29430 -2.56559 9.03491  0.58
H30 -1.35884 -1.70821 6.52937  0.97
H31 -3.61479 -6.66688 7.25681  0.39
H32 -4.59078 -5.25698 6.80289  0.35
H33 -3.58074 -6.06427 5.58461  0.34
H34 -1.47973 -6.40229 8.18428  0.38
H35 0.40250 -4.92087 8.84044  0.37
H36 3.01850 -0.96171 8.57332  0.83
H37 4.17955 0.60488 7.02284  0.32

---

Record 2
Below is C39H37F3N6OPS3Ta as an isolated structure in a non-equilibrium geometry, with properties calculated with ωB97M-V with the def2-TZVPD basis set.

## Properties
HOMO level, eV: -18.29
Charge: +4
Electronic energy, hartree: -3803.4342

Each line ends with the Mulliken charge.
Atoms and positions in Å:
Ta1 -0.47545 0.03472 -0.14960  1.77
C1 -1.62735 3.58180 2.80358  -2.06
C2 -0.95200 2.49736 2.03250  0.71
N1 -1.54864 1.48288 1.52429  0.09
N2 -2.88978 1.31887 1.80219  -0.63
C3 -3.35626 0.07091 1.70945  0.43
N3 -4.57088 -0.22118 2.10951  -0.31
S1 -2.34280 -1.16454 1.07510  -0.34
C4 0.51420 2.40096 1.91617  0.82
C5 1.36129 3.31597 2.50217  -0.88
C6 2.73215 3.07063 2.50603  -0.78
C7 3.19416 1.91117 1.91962  -1.35
C8 2.28172 1.06363 1.31209  0.27
N4 0.95838 1.28468 1.29704  0.41
H1 -1.79871 3.25816 3.83605  0.42
H2 -2.58469 3.86471 2.36270  0.65
H3 -1.02238 4.48212 2.84591  0.46
H4 -3.39298 2.03493 2.31012  0.25
H5 -5.18998 0.45414 2.54005  0.23
H6 -4.90646 -1.17318 2.05161  0.25
H7 0.97695 4.20339 2.98226  0.38
H8 3.41271 3.76938 2.97579  0.54
H9 4.24476 1.65402 1.92244  0.57
H10 2.63853 0.17122 0.81978  0.54
N5 0.60746 -1.64580 0.80605  0.09
C9 0.36059 -3.05762 0.45771  -0.56
C10 0.85570 -4.03904 1.29857  -0.29
C11 0.69638 -5.37211 0.94633  -0.90
C12 0.06011 -5.71662 -0.24296  -0.86
C13 -0.43909 -4.72572 -1.07024  -0.50
C14 -0.28372 -3.37794 -0.72489  0.20
P1 -1.03195 -2.09068 -1.70792  1.89
C15 -2.68070 -2.71168 -2.15670  0.82
C16 -3.59511 -3.16470 -1.19527  -0.61
C17 -4.79375 -3.73644 -1.58076  -0.99
C18 -5.10368 -3.87433 -2.92893  -0.64
C19 -4.19270 -3.46848 -3.88847  -0.86
C20 -2.98699 -2.89150 -3.51141  -0.39
C21 -0.18185 -1.88604 -3.27787  0.47
C22 -0.62137 -0.91443 -4.17998  -0.36
C23 -0.03198 -0.81115 -5.42653  -1.39
C24 1.00175 -1.67652 -5.77940  -0.76
C25 1.43739 -2.64403 -4.88890  -0.81
C26 0.84901 -2.75084 -3.63258  -0.73
H11 1.58792 -1.51048 0.46847  0.62
H12 0.59347 -1.57156 1.82302  0.50
H13 1.36047 -3.77699 2.22210  0.53
H14 1.07054 -6.14509 1.60508  0.51
H15 -0.06122 -6.75743 -0.51257  0.52
H16 -0.96482 -4.99412 -1.97921  0.62
H17 -3.35728 -3.13795 -0.14597  0.50
H18 -5.48204 -4.10184 -0.82995  0.48
H19 -6.04318 -4.32082 -3.22707  0.45
H20 -4.40761 -3.61260 -4.93889  0.49
H21 -2.29144 -2.60909 -4.28538  0.50
H22 -1.47813 -0.29491 -3.93850  0.99
H23 -0.39316 -0.08390 -6.14281  0.53
H24 1.45419 -1.60364 -6.76001  0.47
H25 2.21704 -3.33710 -5.17859  0.53
H26 1.17411 -3.52816 -2.95070  0.46
F1 2.54017 0.73885 -4.41678  -0.07
C27 3.64979 0.69656 -3.65481  0.42
F2 3.66206 1.83103 -2.92445  -0.19
F3 4.70048 0.71676 -4.45549  -0.29
C28 3.66174 -0.52017 -2.75216  0.03
C29 4.65696 -1.47503 -2.90353  -0.61
C30 4.69529 -2.56663 -2.04885  -0.92
C31 3.75341 -2.64549 -1.04027  -0.86
N6 2.78319 -1.73401 -0.88860  -0.10
C32 2.72134 -0.73311 -1.74688  0.40
S2 1.37985 0.44470 -1.55362  0.04
H27 5.40421 -1.35192 -3.67663  0.60
H28 5.45778 -3.32679 -2.14682  0.51
H29 3.76884 -3.45703 -0.32311  0.58
C33 -2.81859 3.16631 -2.41395  -1.26
S3 -1.28100 2.29520 -2.57574  0.60
O1 -1.33845 1.37727 -1.20364  -0.35
C34 -0.08195 3.50313 -2.30276  0.62
C35 -0.11243 4.39177 -1.21986  -0.24
C36 0.83078 5.39408 -1.17930  -0.93
C37 1.77392 5.51541 -2.20820  -0.59
C38 1.79275 4.62916 -3.27151  -0.72
C39 0.86321 3.59792 -3.32460  -0.26
H30 -2.79085 3.83932 -1.56129  0.40
H31 -3.62369 2.43574 -2.34591  0.47
H32 -2.91416 3.73229 -3.34467  0.48
H33 -0.86427 4.30829 -0.44393  0.30
H34 0.82549 6.11367 -0.37112  0.50
H35 2.49534 6.32204 -2.17374  0.48
H36 2.52377 4.73685 -4.06157  0.49
H37 0.86942 2.88960 -4.14478  0.47